[1]
Entry from the Open Molecules 2025 dataset: a molecular structure, C32H34N5ORuS2 (ωB97M-V/def2-TZVPD).

For the total energy, the calculation gives -67484.88580 eV. The max |F| comes out at 0.2 eV/Å. For the highest occupied orbital energy (alpha / beta), the calculation gives -6.97 / -7.09 eV. The expectation value of S² is 8.7634. As for the spin multiplicity: 6. The frontier orbital gap (alpha / beta) comes out at 7.090 / 6.111 eV. The lowest unoccupied orbital energy (alpha / beta) is 0.004 / -0.036 Ha. Its total charge is 0.

```
75
Properties=species:S:1:pos:R:3:forces:R:3
Ru -0.191038 -0.337493 0.374848 0.15 0.08 -0.06
C 2.307824 -1.620684 -1.091016 0.01 -0.02 -0.05
N 0.880562 -1.951600 -1.038715 0.04 -0.08 0.10
C 0.279923 -1.908715 -2.381334 -0.02 0.03 -0.02
C 0.561657 -3.201448 -0.377050 -0.07 0.05 0.01
C 1.417348 -4.284842 -0.374896 0.01 -0.03 0.00
C 1.064871 -5.454888 0.288037 0.02 0.01 -0.01
C -0.147245 -5.515791 0.954782 -0.04 0.01 0.01
C -1.012762 -4.431122 0.962007 0.04 -0.02 -0.02
C -0.684212 -3.253026 0.286525 0.02 0.03 -0.04
N -1.412081 -2.071992 0.308059 -0.14 0.00 0.05
C -2.767143 -1.990334 0.568651 0.08 -0.01 -0.04
C -3.695689 -3.004847 0.296247 -0.03 0.02 0.02
C -5.045500 -2.821741 0.543896 0.02 0.01 0.00
C -5.518290 -1.625224 1.065450 0.03 -0.02 -0.01
C -4.616247 -0.599926 1.310636 -0.02 0.01 0.01
C -3.267133 -0.767202 1.054306 0.09 -0.02 -0.06
N -2.317192 0.313246 1.278700 -0.08 0.00 0.09
C -2.106186 0.540753 2.721871 -0.01 -0.02 -0.03
C -2.715918 1.568646 0.623412 0.02 0.01 -0.01
H 2.852928 -2.263386 -1.791543 -0.01 -0.01 0.00
H 2.408953 -0.588177 -1.431177 0.00 0.00 0.01
H 2.743714 -1.707741 -0.097466 0.00 0.00 0.00
H 0.724548 -2.679577 -3.020071 0.01 0.00 0.01
H -0.791582 -2.080007 -2.298380 0.00 0.00 0.00
H 0.444398 -0.924875 -2.817127 0.00 0.00 0.00
H 2.371321 -4.221248 -0.882078 0.00 0.00 0.00
H 1.739952 -6.299738 0.293489 0.00 0.00 0.00
H -0.421399 -6.412106 1.496752 0.00 0.00 0.00
H -1.929975 -4.480210 1.531192 -0.02 0.00 0.00
H -3.350522 -3.932194 -0.138666 0.01 -0.02 0.01
H -5.736992 -3.623632 0.317033 0.00 0.00 0.00
H -6.572052 -1.486342 1.264292 0.00 0.00 0.00
H -4.971067 0.345649 1.702728 -0.01 0.00 0.00
H -3.024063 0.909956 3.192044 0.01 0.00 0.01
H -1.807649 -0.392421 3.194319 0.00 0.00 0.00
H -1.312307 1.276826 2.862000 0.00 -0.01 -0.01
H -3.627455 1.983304 1.064480 0.00 -0.01 0.01
H -1.910696 2.294663 0.742980 -0.01 0.00 -0.01
H -2.867325 1.393249 -0.438729 -0.01 -0.01 0.00
C 1.801204 3.933834 1.172914 0.03 -0.03 0.03
C 1.235904 2.735315 0.448720 0.01 0.05 0.06
N 1.061456 1.602621 1.060845 -0.07 -0.02 -0.04
N 1.571056 1.579528 2.355878 0.04 0.06 -0.01
C 1.654826 0.422151 2.899559 0.02 0.01 -0.04
S 1.114504 -1.110429 2.307575 -0.01 0.00 0.08
S 2.513655 0.366170 4.459943 -0.01 -0.05 0.03
C 4.025082 1.245601 3.945767 0.02 0.04 -0.07
C 4.625569 0.646627 2.699378 -0.03 0.03 0.00
C 4.733569 1.404083 1.538676 -0.01 -0.01 0.06
C 5.235535 0.849174 0.369278 0.01 -0.02 -0.01
C 5.637110 -0.477832 0.351025 0.00 0.00 -0.02
C 5.535147 -1.242522 1.506444 0.01 -0.01 0.01
C 5.029848 -0.685115 2.670109 0.01 -0.01 0.00
C 0.915125 2.911745 -0.974602 -0.03 -0.06 -0.04
C 1.433687 4.041752 -1.634393 0.01 0.02 -0.03
C 1.226411 4.281634 -2.973387 -0.02 -0.03 -0.03
C 0.456062 3.381588 -3.712038 0.03 0.03 0.03
C -0.070108 2.267442 -3.104811 -0.01 -0.02 0.00
C 0.152338 1.992904 -1.739975 0.04 0.05 0.10
O -0.385272 0.907691 -1.245878 -0.03 0.00 -0.07
H 1.730849 3.797184 2.244144 -0.04 -0.01 0.03
H 1.263791 4.831233 0.871948 0.01 0.00 0.02
H 2.855473 4.079535 0.927497 -0.01 -0.01 -0.04
H 4.700735 1.154562 4.797825 -0.02 -0.02 0.02
H 3.795851 2.298953 3.800207 0.02 0.00 -0.02
H 4.410623 2.437233 1.555651 -0.01 0.02 -0.01
H 5.308554 1.452208 -0.527222 0.00 0.01 0.00
H 6.027631 -0.916202 -0.558704 0.00 0.00 0.00
H 5.844552 -2.279971 1.498607 0.00 0.00 0.00
H 4.923048 -1.292715 3.560846 0.00 0.00 0.00
H 2.037084 4.747420 -1.082069 -0.01 -0.01 -0.01
H 1.655052 5.157259 -3.440867 0.00 0.00 0.00
H 0.271873 3.558236 -4.764462 0.00 0.00 0.00
H -0.675238 1.557489 -3.654502 0.00 0.00 0.00
```
Forces are in eV/Å.



[2]
Entry from the Open Molecules 2025 dataset: a molecular structure, C32H34N6O2SiTi in a non-equilibrium geometry (ωB97M-V/def2-TZVPD).

For the total energy, the calculation gives -77760.59889 eV. The max |F| comes out at 3.5 eV/Å. For the highest occupied orbital energy (alpha / beta), the calculation gives -5.14 / -8.40 eV. The expectation value of S² is 2.0340. As for the spin multiplicity: 3. The frontier orbital gap (alpha / beta) comes out at 4.290 / 7.640 eV. The lowest unoccupied orbital energy (alpha / beta) is -0.031 / -0.028 Ha. Its total charge is 0.

```
76
Properties=species:S:1:pos:R:3:forces:R:3
Ti -0.793996 -0.462439 -0.854689 1.16 -0.87 1.52
O 3.282805 -0.731548 5.685490 -1.54 -1.18 0.08
N 2.208877 -1.236828 5.236799 0.45 0.75 -0.05
O 1.359059 -1.856973 5.914968 1.02 0.47 -0.03
C 1.963629 -1.021680 3.854456 -1.84 -0.34 1.27
C 3.010136 -0.530874 3.136455 0.24 1.16 -2.81
C 2.832948 -0.221257 1.751982 -0.39 -1.08 0.66
C 3.903160 0.077450 0.864458 0.19 0.45 -0.01
C 3.634929 0.175886 -0.480367 0.31 -0.38 -0.15
C 2.321968 0.147891 -0.957589 -1.02 0.12 0.31
N 1.271673 -0.029156 -0.141548 0.93 -1.62 -0.13
C 1.548543 -0.434405 1.141126 0.17 1.43 -0.27
C 0.431545 -0.898459 1.915041 -0.04 0.65 1.62
N -0.778668 -0.948338 1.327121 0.23 -1.19 0.42
C -1.748521 -1.563988 2.031710 -1.28 1.40 -0.10
C -1.759716 -1.667445 3.419824 -0.12 -0.38 -0.37
C -0.602197 -1.363248 4.110268 1.46 -0.18 -0.54
C 0.598354 -1.150468 3.319214 -0.05 0.11 0.59
H 3.936220 -0.278982 3.596954 0.45 -0.21 0.30
H 4.918754 0.234786 1.274640 -0.66 -0.34 -0.36
H 4.390877 0.158447 -1.254586 0.33 0.45 0.29
H 2.099503 0.247034 -2.020593 0.04 0.20 0.30
H -2.658768 -1.741384 1.458881 0.11 -0.13 0.22
H -2.662807 -2.015802 3.943564 0.51 0.25 -0.37
H -0.566369 -1.372662 5.204949 0.13 -0.05 -0.72
C -3.880879 2.417429 -0.057815 0.35 0.43 -1.57
C -4.214525 2.865103 -1.376640 -0.52 -0.77 0.32
C -3.516049 2.401562 -2.494624 1.15 -0.67 1.98
C -2.421129 1.531332 -2.230172 -0.89 1.15 2.08
N -2.106751 1.111021 -0.939790 -1.59 0.72 -0.99
C -2.828420 1.517366 0.116905 -1.14 1.32 -1.58
C -1.537595 1.046565 -3.230251 2.55 -1.38 -1.95
C -1.492047 1.489597 -4.566026 -0.50 -0.88 0.30
C -0.774439 0.733720 -5.487472 -0.72 0.32 0.82
C -0.036866 -0.360277 -5.084498 1.58 -0.86 -2.97
C 0.171253 -0.634248 -3.781543 1.02 -0.99 1.69
C -0.595494 0.024408 -2.844137 -0.75 1.33 0.19
H -4.392960 2.870132 0.768546 -0.23 -0.23 0.35
H -5.142493 3.457594 -1.529063 0.97 -0.14 0.25
H -3.690979 2.709941 -3.505205 -0.36 0.07 -0.19
H -2.600362 1.145474 1.087019 0.45 -0.31 0.50
H -2.111412 2.281359 -4.960924 -0.03 0.27 0.15
H -0.908865 1.000211 -6.500295 0.23 0.06 -1.06
H 0.509608 -1.004558 -5.831526 -0.74 0.92 0.54
H 0.955876 -1.417124 -3.470289 -1.46 1.22 -0.54
C 0.191132 -3.861025 0.350474 -0.08 1.63 0.64
Si -0.649764 -3.878991 -1.318457 -0.60 0.53 0.15
C -1.851947 -5.372891 -1.423898 1.46 -0.95 -0.03
C 0.856626 -3.954993 -2.484766 -1.07 0.40 -0.43
C -1.661715 -2.260663 -1.362710 -0.35 -0.96 0.25
H 0.414358 -4.879123 0.621117 0.66 -0.33 0.25
H -0.463213 -3.436464 1.175223 0.82 -0.59 -0.99
H 1.117169 -3.180759 0.234773 -1.18 -1.27 0.48
H -1.235000 -6.327901 -1.523959 -0.69 1.05 0.25
H -2.461384 -5.346436 -2.330112 -0.22 0.14 0.25
H -2.453989 -5.476323 -0.497611 0.17 0.19 -0.65
H 1.438952 -4.866297 -2.293014 -0.09 0.30 -0.28
H 1.450846 -3.053819 -2.277590 0.09 -0.36 0.12
H 0.520356 -3.850055 -3.537801 0.42 -0.43 0.43
H -2.203948 -2.027280 -2.290190 0.10 -0.30 0.00
H -2.437736 -2.470581 -0.577833 0.38 0.15 -0.42
C 3.166229 5.113325 0.474821 -0.65 -0.65 -1.71
C 1.957636 4.258953 0.800821 -0.25 0.59 3.09
C 1.469603 4.035177 2.149591 -1.10 0.39 -2.03
C 0.255004 3.311397 1.968520 1.59 0.05 -1.58
N 0.118584 2.986988 0.665427 -0.98 0.12 0.63
N 1.110163 3.592294 -0.003297 0.25 0.26 0.01
C -0.674071 2.725682 2.964675 -0.07 -0.92 -0.47
H 2.963676 6.109218 0.002907 -0.13 -0.91 0.40
H 3.829632 4.541434 -0.207051 -0.14 0.46 0.37
H 3.656000 5.263115 1.405344 0.62 0.25 0.64
H 1.711297 4.471557 3.119680 0.60 -0.08 -0.63
H 1.069459 3.592627 -1.024406 0.22 -0.11 0.73
H -1.614885 3.207093 3.172905 -0.35 0.62 -0.44
H -0.229070 2.598823 3.925522 0.64 -0.15 0.63
H -0.887423 1.733743 2.560173 -0.25 -0.15 0.35
```
Forces are in eV/Å.